Entry 1:
A cluster of 9 separate species, C37H72BFINO38S9 in total in a non-equilibrium geometry, computed with ωB97M-V with the def2-TZVPD basis set.

Atoms and positions in Å:
C (2.51688, 3.25199, 7.11452)
C (3.38625, 2.03795, 6.61293)
C (3.03706, 1.56063, 5.11328)
C (3.40971, 2.75923, 4.17521)
C (3.39417, 2.47985, 2.58365)
I (2.59799, 0.43776, 2.20702)
C (2.28404, 3.42311, 1.98326)
C (0.78084, 3.30119, 2.44093)
C (0.18850, 2.87659, 3.80493)
C (-0.46079, 1.40790, 3.92025)
C (-1.62475, 1.13221, 2.90098)
C (-2.01025, -0.41422, 3.07630)
N (-3.38454, -0.72771, 2.58702)
B (2.07784, 3.39706, 0.34979)
O (0.98387, 4.17726, -0.22173)
O (2.89302, 2.81007, -0.61423)
C (2.25163, 2.44810, -1.84206)
C (1.07382, 1.39334, -1.67843)
C (2.77283, 4.96651, 2.14408)
O (4.15282, 5.17855, 2.43085)
S (5.21367, 4.30654, 1.52430)
O (6.63361, 4.66902, 1.86268)
O (5.01498, 4.68978, 0.10877)
C (4.85325, 2.50598, 1.91331)
C (6.06690, 2.19518, 2.93636)
C (5.97085, 0.83833, 3.72930)
C (7.45426, 0.26153, 3.88139)
F (7.42857, -0.55023, 5.06121)
C (5.18679, 1.48503, 0.78186)
C (6.43657, 2.06554, -0.18143)
C (6.96452, 0.99516, -1.31304)
O (6.09085, 2.28528, -1.59084)
H (2.85960, 3.48960, 8.16543)
H (1.41088, 3.09649, 7.06654)
H (2.81317, 4.16104, 6.50879)
H (3.25954, 1.16271, 7.31238)
H (4.49141, 2.28718, 6.64029)
H (3.62464, 0.61909, 4.99209)
H (1.95753, 1.27200, 5.14919)
H (4.37297, 3.18237, 4.56084)
H (2.70697, 3.60617, 4.43657)
H (0.36380, 4.33803, 2.23148)
H (0.22318, 2.66028, 1.68559)
H (0.75662, 3.00262, 4.75794)
H (-0.73735, 3.51335, 3.99059)
H (0.29590, 0.59120, 4.01307)
H (-0.97039, 1.44404, 4.93569)
H (-1.32313, 1.21929, 1.81546)
H (-2.52648, 1.78143, 3.03742)
H (-1.81000, -0.72268, 4.13796)
H (-1.30746, -1.00006, 2.40575)
H (-3.91468, -1.01956, 3.41162)
H (-3.36521, -1.56808, 1.99990)
H (0.17429, 3.64756, -0.24081)
H (1.94218, 3.33011, -2.47417)
H (3.04432, 1.92717, -2.45942)
H (1.22908, 0.58286, -2.44995)
H (1.05207, 0.88718, -0.67913)
H (0.11163, 1.92810, -1.92466)
H (2.46379, 5.61410, 1.28420)
H (2.18289, 5.34300, 3.03591)
H (6.21746, 3.01499, 3.68957)
H (7.05477, 2.16636, 2.38629)
H (5.65706, 1.07305, 4.78224)
H (5.38042, 0.02137, 3.24976)
H (8.21161, 1.07195, 4.01921)
H (7.65997, -0.43422, 3.03115)
H (5.66991, 0.51559, 1.10043)
H (4.45814, 1.21363, -0.00368)
H (7.23372, 2.73830, 0.31478)
H (6.17485, 0.31292, -1.73479)
H (7.75693, 1.32842, -2.02325)
O (-3.37050, 0.65382, -0.65948)
S (-3.31053, 1.45630, -1.84293)
O (-3.33164, 2.88462, -1.80671)
O (-4.45938, 0.94120, -2.85863)
C (-3.86210, 0.53527, -4.09685)
C (-2.46221, 0.07838, -3.72783)
O (-2.02918, 0.98715, -2.71130)
H (-3.83241, 1.40097, -4.76234)
H (-4.44656, -0.25646, -4.56138)
H (-1.78357, 0.09811, -4.57365)
H (-2.47679, -0.92656, -3.29705)
O (5.84022, -1.98375, 0.12018)
S (6.83226, -2.85599, -0.41683)
O (7.05625, -2.99521, -1.82014)
O (6.62272, -4.32692, 0.22419)
C (7.81407, -4.72985, 0.90501)
C (8.46509, -3.43723, 1.36543)
O (8.24347, -2.51306, 0.29687)
H (8.45043, -5.26222, 0.19366)
H (7.57162, -5.38874, 1.73730)
H (9.53009, -3.55280, 1.55772)
H (7.97456, -3.04491, 2.26068)
O (-3.06408, 0.98441, 6.54979)
S (-4.14618, 0.07663, 6.32858)
O (-3.95885, -1.33459, 6.19990)
O (-4.99081, 0.60256, 5.05404)
C (-6.34850, 0.83632, 5.43829)
C (-6.28888, 1.19433, 6.91204)
O (-5.27559, 0.34306, 7.45600)
H (-6.91136, -0.08520, 5.27786)
H (-6.78163, 1.63423, 4.83690)
H (-7.23922, 1.03330, 7.41778)
H (-5.97240, 2.23106, 7.05474)
O (-3.37732, -3.35505, -3.40635)
S (-2.98006, -4.40914, -2.52294)
O (-2.78352, -5.75209, -2.96407)
O (-3.99329, -4.41818, -1.26168)
C (-3.25712, -4.23642, -0.04962)
C (-2.03703, -3.42231, -0.44352)
O (-1.65498, -3.93120, -1.72533)
H (-2.97124, -5.22175, 0.32709)
H (-3.86952, -3.72841, 0.69401)
H (-1.22040, -3.52471, 0.26910)
H (-2.28824, -2.36346, -0.55919)
O (-9.97418, -0.49787, 5.65608)
S (-9.95336, 0.34243, 4.49971)
O (-9.94351, 1.76819, 4.58135)
O (-11.15468, -0.11545, 3.51880)
C (-10.62229, -0.48835, 2.24433)
C (-9.21759, -0.98841, 2.53088)
O (-8.72231, -0.12265, 3.55585)
H (-10.60398, 0.40049, 1.60888)
H (-11.24530, -1.25168, 1.78103)
H (-8.57498, -0.95092, 1.65314)
H (-9.23353, -2.00745, 2.92649)
O (-2.52878, -0.30766, -6.70379)
S (-1.36027, -0.85843, -7.32240)
O (-0.23194, -0.06627, -7.69421)
O (-1.83318, -1.72125, -8.60717)
C (-1.39457, -3.07795, -8.46430)
C (-1.33377, -3.31865, -6.96763)
O (-0.84258, -2.09260, -6.41613)
H (-0.40513, -3.16634, -8.91990)
H (-2.08416, -3.75647, -8.96360)
H (-0.67824, -4.14876, -6.70488)
H (-2.33054, -3.49929, -6.55603)
O (-6.15508, 0.47960, -6.81304)
S (-6.54383, 0.35471, -8.18400)
O (-7.80996, -0.16726, -8.58713)
O (-5.37748, -0.45115, -8.96899)
C (-4.87432, 0.35473, -10.03536)
C (-5.07486, 1.78988, -9.58310)
O (-6.33116, 1.78877, -8.90369)
H (-5.45983, 0.13717, -10.93241)
H (-3.82590, 0.12607, -10.22230)
H (-5.08926, 2.49067, -10.41583)
H (-4.30351, 2.09020, -8.86876)
O (1.51870, -7.51495, -4.55137)
S (1.49907, -6.26386, -5.23892)
O (0.63297, -6.00254, -6.34793)
O (3.01488, -5.89838, -5.66982)
C (3.38917, -4.64163, -5.09749)
C (2.57490, -4.52777, -3.82093)
O (1.29906, -5.08512, -4.14836)
H (3.12610, -3.85192, -5.80597)
H (4.46094, -4.61485, -4.90735)
H (2.46910, -3.49768, -3.48546)
H (3.01115, -5.12835, -3.01841)

E_LUMO in eV: -0.2
Total energy in eV: -227830.9885
Strongest force on any atom in eV/Å: 5.98
2S+1: 1
SMILES: CCCC[C@@]1(I)[C@](CCCCCN)(B(O)OCC)COS(=O)(=O)[C@]1(CCCF)C[C@H]1CO1.O=S1(=O)OCCO1.O=S1(=O)OCCO1.O=S1(=O)OCCO1.O=S1(=O)OCCO1.O=S1(=O)OCCO1.O=S1(=O)OCCO1.O=S1(=O)OCCO1.O=S1(=O)OCCO1

=====

Entry 2:
A cluster of 6 separate species, C37H75BBrFNO7 in total, computed with ωB97M-V with the def2-TZVPD basis set.

Atoms and positions in Å:
C (-0.16205, 4.84343, 5.40000)
C (-0.14953, 3.30789, 5.42059)
C (-1.36629, 2.64010, 4.75346)
C (-1.08442, 2.10656, 3.34959)
C (-2.18887, 1.21669, 2.78839)
C (-1.71148, 0.37190, 1.60523)
C (-2.85212, -0.17347, 0.74898)
C (-3.75100, 0.87682, 0.06296)
C (-3.07067, 2.16820, -0.41128)
C (-2.29125, 2.01885, -1.72627)
C (-0.82799, 1.60324, -1.58021)
C (-0.02476, 1.78371, -2.87318)
C (1.09375, 0.76102, -3.05246)
C (2.12576, 0.69708, -1.90940)
C (3.54694, 1.15666, -2.26388)
N (4.03246, 0.39706, -3.41909)
C (4.94068, -0.71471, -3.16454)
C (4.28659, -1.93513, -2.52281)
O (4.37228, 1.01094, -1.14162)
B (5.45425, 2.06554, -1.17768)
C (6.97979, 1.56457, -1.39770)
F (7.23908, 1.10971, -2.74435)
C (8.02388, 2.63631, -1.13078)
C (9.45087, 2.10303, -0.94323)
O (5.04692, 2.92717, -2.33729)
C (3.71358, 2.70027, -2.50231)
C (2.87882, 3.56089, -1.54276)
Br (3.24550, 3.31174, -4.35987)
H (-1.17606, 5.22900, 5.27180)
H (0.44314, 5.24693, 4.58644)
H (0.22108, 5.27062, 6.32710)
H (-0.06518, 2.95383, 6.45199)
H (0.75168, 2.95025, 4.91426)
H (-1.73639, 1.81390, 5.36943)
H (-2.18449, 3.36721, 4.69868)
H (-0.92641, 2.94961, 2.66582)
H (-0.14066, 1.54905, 3.35894)
H (-3.04579, 1.82770, 2.48393)
H (-2.55533, 0.55220, 3.58084)
H (-1.01731, 0.94876, 0.98982)
H (-1.12892, -0.46937, 1.99533)
H (-3.47947, -0.79563, 1.39962)
H (-2.44795, -0.85138, -0.00916)
H (-4.19404, 0.41661, -0.82436)
H (-4.59579, 1.11955, 0.71583)
H (-2.39158, 2.54938, 0.35954)
H (-3.84285, 2.93224, -0.53441)
H (-2.80488, 1.27828, -2.35148)
H (-2.32762, 2.96155, -2.28296)
H (-0.76740, 0.55435, -1.26379)
H (-0.37247, 2.18673, -0.77204)
H (-0.70220, 1.71892, -3.73283)
H (0.38958, 2.79583, -2.89715)
H (0.62820, -0.22605, -3.15828)
H (1.61526, 0.93979, -3.99281)
H (1.78104, 1.23819, -1.02466)
H (2.22981, -0.33911, -1.59549)
H (4.45964, 1.02691, -4.08394)
H (5.33192, -1.01332, -4.13956)
H (5.79862, -0.41404, -2.55180)
H (5.06195, -2.64212, -2.21310)
H (3.72955, -1.66680, -1.62754)
H (3.61766, -2.44475, -3.22140)
H (5.42489, 2.66546, -0.09259)
H (7.19335, 0.67711, -0.78288)
H (7.70611, 3.21222, -0.25905)
H (7.98799, 3.32209, -1.98253)
H (10.19841, 2.70907, -1.46219)
H (9.54065, 1.08693, -1.33574)
H (9.73923, 2.07052, 0.11110)
H (3.43953, 4.48196, -1.38303)
H (1.88843, 3.80665, -1.92060)
H (2.79190, 3.04379, -0.58639)
C (-6.06818, -2.00016, -0.66850)
C (-6.84506, -0.89254, -1.33057)
O (-6.33703, -0.14333, -2.13132)
C (-8.29818, -0.76138, -0.93399)
H (-5.03678, -1.98087, -1.01335)
H (-6.09349, -1.87958, 0.41666)
H (-6.51269, -2.97076, -0.89527)
H (-8.37497, -0.59626, 0.14262)
H (-8.82781, -1.69124, -1.15128)
H (-8.75740, 0.06530, -1.47009)
C (-6.36146, -6.89609, -2.27528)
C (-7.19024, -6.35775, -1.13313)
O (-6.89183, -5.33101, -0.56639)
C (-8.38008, -7.18699, -0.72877)
H (-5.52315, -6.23408, -2.47536)
H (-6.00052, -7.89692, -2.02879)
H (-6.97901, -6.99586, -3.17023)
H (-8.02709, -8.17650, -0.43205)
H (-9.05502, -7.32032, -1.57627)
H (-8.90551, -6.71154, 0.09575)
C (6.90743, 1.57358, -5.96608)
C (6.69281, 0.32443, -6.77468)
O (5.82563, -0.47586, -6.51868)
C (7.61287, 0.13005, -7.96339)
H (6.24328, 1.61954, -5.10706)
H (7.93605, 1.64976, -5.60840)
H (6.72622, 2.43940, -6.60910)
H (8.65219, 0.10108, -7.62951)
H (7.52010, 0.97684, -8.64665)
H (7.36225, -0.79328, -8.47997)
C (1.96198, 7.33854, 9.93794)
C (0.96401, 6.54795, 9.12542)
O (0.24708, 7.07417, 8.30875)
C (0.91698, 5.05977, 9.38053)
H (1.90930, 8.39006, 9.66854)
H (1.75841, 7.21554, 11.00361)
H (2.97016, 6.95966, 9.75912)
H (0.68225, 4.86626, 10.42926)
H (1.89533, 4.61644, 9.18419)
H (0.16910, 4.59713, 8.74144)
C (-5.82957, -9.77237, 2.09649)
C (-6.28503, -10.54286, 0.88268)
O (-7.29528, -10.24863, 0.28506)
C (-5.41422, -11.69510, 0.44795)
H (-6.52773, -8.96843, 2.31413)
H (-5.75281, -10.44135, 2.95594)
H (-4.83297, -9.36071, 1.92493)
H (-5.32423, -12.42112, 1.25838)
H (-4.40611, -11.33735, 0.22952)
H (-5.83759, -12.17195, -0.43191)

E_LUMO in eV: 1.5
Total energy in eV: -128848.3694
Charge: -1
Strongest force on any atom in eV/Å: 0.41
2S+1: 1

=====

Entry 3:
A structure of composition C37H75InNO13S7 in a non-equilibrium geometry, computed with ωB97M-V with the def2-TZVPD basis set.

Atoms and positions in Å:
C (-4.70891, -3.61326, 1.25954)
C (-3.83932, -4.33898, 0.27329)
C (-2.61708, -4.83778, 0.95958)
O (-2.50644, -4.89279, 2.10828)
O (-1.66167, -5.28297, 0.12692)
C (-0.60058, -4.31458, -0.21020)
C (-0.73110, -2.94160, 0.33434)
In (1.00337, -1.75704, -0.48279)
C (2.00250, -0.73994, 1.24413)
C (0.99745, -0.31999, 2.30733)
C (-0.28310, 0.26598, 1.75757)
S (-1.02224, 1.45552, 2.92224)
C (-0.73746, 3.01366, 2.30943)
S (-1.27518, 4.24381, 3.21269)
N (-0.05508, 3.11020, 1.11156)
C (1.32413, 3.55019, 1.42444)
C (2.26228, 3.11975, 0.32066)
C (-0.73282, 4.02414, 0.17883)
C (-1.09831, 3.31294, -1.09127)
C (0.29725, -0.09075, -1.84024)
S (-1.34997, -0.26831, -2.26466)
O (-2.17593, 0.12504, -1.18256)
O (-1.62852, 0.46040, -3.46065)
O (2.24432, -3.11000, -1.45262)
C (3.00116, -2.59092, -2.49241)
C (3.20649, -3.60629, -3.63541)
C (2.79976, -5.00563, -3.24471)
C (2.63266, -3.14309, -4.96645)
C (1.15589, -3.40446, -5.20698)
C (0.69180, -2.40440, -6.27203)
C (0.27802, -3.18990, -3.99283)
H (-4.15108, -2.79225, 1.65062)
H (-4.89113, -4.25030, 2.09004)
H (-5.62466, -3.29455, 0.81261)
H (-4.33827, -5.19979, -0.12180)
H (-3.49805, -3.72041, -0.53173)
H (-0.61954, -4.23314, -1.27546)
H (0.34639, -4.73493, 0.03592)
H (-0.67624, -2.89037, 1.39774)
H (-1.59676, -2.45241, -0.05481)
H (2.77094, -1.33568, 1.68590)
H (2.39891, 0.16810, 0.83967)
H (0.70918, -1.19477, 2.84848)
H (1.44163, 0.39288, 2.96673)
H (-1.03197, -0.47616, 1.61609)
H (-0.17292, 0.79260, 0.83109)
H (1.37584, 4.61183, 1.59624)
H (1.59677, 3.07919, 2.34420)
H (2.21397, 3.83522, -0.47266)
H (3.25027, 3.04838, 0.72001)
H (1.97299, 2.15949, -0.02214)
H (-1.62950, 4.43882, 0.57903)
H (-0.05001, 4.80133, -0.09768)
H (-0.30049, 2.69298, -1.44298)
H (-1.99025, 2.74091, -0.95146)
H (-1.31901, 4.04803, -1.83551)
H (0.83432, -0.08246, -2.76025)
H (0.37874, 0.88418, -1.41464)
H (-1.58857, -1.55582, -2.59095)
H (2.48314, -1.74596, -2.93930)
H (3.96035, -2.21200, -2.15647)
H (4.26902, -3.64622, -3.77570)
H (2.67583, -5.56674, -4.15144)
H (3.57888, -5.46027, -2.68514)
H (1.87645, -5.04408, -2.71874)
H (3.16779, -3.69453, -5.71893)
H (2.89587, -2.11445, -5.11507)
H (0.96514, -4.36415, -5.63054)
H (0.98025, -2.71287, -7.25577)
H (1.20046, -1.48278, -6.07922)
H (-0.35616, -2.19367, -6.20869)
H (0.60178, -2.32417, -3.45490)
H (-0.70917, -2.96901, -4.34947)
H (0.17260, -4.04519, -3.36943)
C (-0.45668, 2.59499, -6.63249)
C (0.72818, 3.21560, -7.38845)
C (1.89972, 3.31145, -6.40700)
S (1.65551, 1.98828, -5.20822)
O (1.42492, 2.58904, -3.92442)
O (2.67424, 0.98338, -5.39026)
C (0.10551, 1.39472, -5.87534)
H (-1.25371, 2.29789, -7.31168)
H (-0.86778, 3.31820, -5.92515)
H (1.00204, 2.56872, -8.22411)
H (0.48038, 4.19388, -7.79953)
H (2.85880, 3.17205, -6.89825)
H (1.89639, 4.25368, -5.86345)
H (-0.55445, 1.04328, -5.06758)
H (0.33660, 0.57100, -6.55053)
C (-1.61074, 1.98394, 8.89014)
C (-1.86106, 1.32297, 7.52657)
C (-1.25819, 2.23936, 6.45230)
S (0.09089, 3.11584, 7.24668)
O (-0.23729, 4.52179, 7.30293)
O (1.35076, 2.66059, 6.71931)
C (-0.14858, 2.41805, 8.87932)
H (-1.81775, 1.30431, 9.71538)
H (-2.25693, 2.85685, 9.00180)
H (-1.36872, 0.34915, 7.49900)
H (-2.92157, 1.15776, 7.34672)
H (-0.87076, 1.67654, 5.60860)
H (-1.97617, 2.97728, 6.10349)
H (0.08995, 3.16459, 9.63423)
H (0.51966, 1.56322, 8.97213)
C (-4.08646, -6.44323, -4.20942)
C (-4.26427, -7.28138, -5.48481)
C (-3.52286, -6.55709, -6.61791)
S (-2.19098, -5.63531, -5.83255)
O (-2.44320, -4.22981, -6.00689)
O (-0.92811, -6.22794, -6.18316)
C (-2.60522, -6.08306, -4.14942)
H (-4.39869, -6.98737, -3.32015)
H (-4.68800, -5.53471, -4.27762)
H (-3.82838, -8.27027, -5.33277)
H (-5.31517, -7.42216, -5.73253)
H (-3.09584, -7.24896, -7.33824)
H (-4.16473, -5.84197, -7.12738)
H (-2.38633, -5.24888, -3.48660)
H (-1.99825, -6.94566, -3.87881)
C (2.68727, 7.43831, 7.63165)
C (3.74046, 8.05405, 8.56488)
C (3.18784, 7.97266, 9.99381)
S (2.08123, 6.55040, 10.02009)
O (0.74105, 7.02040, 10.26070)
O (2.66294, 5.50758, 10.82914)
C (2.25076, 6.13423, 8.29212)
H (3.08430, 7.26331, 6.63389)
H (1.83362, 8.11294, 7.54199)
H (4.66655, 7.48083, 8.49517)
H (3.97201, 9.08292, 8.29258)
H (3.97265, 7.82319, 10.73006)
H (2.60236, 8.85256, 10.25107)
H (1.30761, 5.74999, 7.91122)
H (3.02552, 5.37228, 8.20919)

E_LUMO in eV: 1.9
Total energy in eV: -148711.3931
Charge: -1
Strongest force on any atom in eV/Å: 4.72
2S+1: 1